Here is C4H4OS2 in the gas phase in a non-equilibrium geometry from the Open Molecules 2025 dataset. Energies are from the ωB97M-V functional and the def2-TZVPD basis.

Geometry (Å):
C  -1.166  2.278  1.928
C  -0.259  1.316  1.681
C  -0.153  0.798  0.144
O  -0.954  1.220  -0.642
C  0.482  -0.551  -0.325
S  0.812  -1.694  0.865
S  0.161  -0.640  -2.062
H  -1.180  2.556  2.939
H  -1.917  2.759  1.126
H  0.629  0.846  2.164
H  1.096  -1.622  -2.508

## Properties
Multiplicity: 1
Net charge: 0
Structure (SMILES): C=CC(=O)C(=S)S
Gap between HOMO and LUMO (Eh): 0.2817
E (Eh): -1026.32860